Entry 1:
A cluster of 13 separate species, C46H123N13O18 in total. Source: the OMol25 dataset; level of theory: the ωB97M-V functional and the def2-TZVPD basis.

Results
Electronic energy in hartree: -3892.4362

Element x y z (Å)
O (0.2386, 2.7152, 3.0459)
O (-1.6130, 4.7309, -0.7766)
O (0.1520, -5.9292, -1.8449)
O (-5.5431, -3.8384, 0.2364)
O (0.8101, -3.7386, -6.3439)
O (-3.6385, 1.5352, -0.7022)
O (2.0045, 1.6857, 0.8328)
O (-3.3144, 3.4692, -4.9195)
O (-0.0200, 0.1834, -4.1510)
O (-1.2341, -0.2797, 0.7498)
O (2.3267, -8.0860, 2.2143)
O (1.3678, -0.3827, 5.1712)
O (-3.1296, -1.3548, -5.3438)
O (-3.7966, 0.4070, 4.4716)
O (4.8420, 1.3424, -3.6882)
O (-4.8477, 4.9914, 4.6320)
O (2.4909, 6.5809, 0.4817)
O (4.9487, -2.3393, 0.3429)
N (-0.0145, 4.7661, 0.8084)
N (1.0009, -0.5750, 2.2957)
N (2.0459, -0.3201, -3.3912)
N (-5.1955, 1.5654, -2.3965)
N (-5.8314, 2.5344, 3.3171)
N (-2.6651, 1.3329, -5.1706)
N (-1.5613, 3.0202, 0.7612)
N (1.2631, -3.8052, -3.6235)
N (3.6252, -5.5310, 2.0417)
N (-4.0453, -1.2354, -1.8392)
N (-4.0569, 3.5051, -1.7812)
N (1.5746, 1.8766, -4.0674)
N (-1.4144, 2.7332, -3.7658)
C (0.1092, -3.1772, -4.1866)
C (2.1920, -7.1318, 3.2570)
C (2.7311, 0.4632, 0.9067)
C (4.8939, -2.4298, -1.0502)
C (1.3877, -3.8188, -2.2267)
C (-4.2222, -2.4912, -1.1667)
C (-3.0865, -1.1814, -3.0115)
C (-6.4116, -3.9456, 1.2989)
C (0.2210, 2.8595, 5.4793)
C (0.4832, -2.6108, -5.5674)
C (0.8461, -6.7043, -0.8751)
C (1.2421, -2.7345, 4.9418)
C (-2.6540, -0.3109, 4.7234)
C (1.2089, -3.4457, -7.6468)
C (-0.9384, -1.4625, 1.4467)
C (-3.8386, -1.7875, -4.1966)
C (2.2534, -5.8031, 2.5836)
C (-3.6936, 5.7916, 4.8714)
C (0.3991, 3.5831, 4.1351)
C (-4.1573, 2.1552, -1.5939)
C (1.7113, -1.5871, 5.8534)
C (-1.1508, 4.1825, 0.2145)
C (3.5535, 8.5939, 0.9009)
C (-5.4071, 4.9569, 3.3299)
C (-0.7466, -0.0231, -0.5245)
C (2.5920, -9.3778, 2.7479)
C (0.4902, -1.6853, 1.5476)
C (-5.4040, 1.2631, 2.8015)
C (4.2703, 3.6488, -4.3729)
C (-2.5340, 2.5875, -4.6578)
C (3.5027, -4.1105, 1.3685)
C (-5.1390, -2.4552, 0.0519)
C (1.0965, 0.5833, -3.8701)
C (2.3943, -0.1675, 2.2108)
C (0.2071, -4.5508, -1.4799)
C (6.5250, 3.1797, -3.2611)
C (3.7528, 7.2685, 0.2236)
C (-3.5998, -1.9765, -6.5002)
C (2.2125, 2.2915, -0.4035)
C (-3.9062, 0.9164, 3.1585)
C (1.6417, 4.4512, 4.0542)
C (3.9921, 7.3930, -1.2994)
C (-5.2547, 3.6814, 2.5776)
C (5.4448, 2.6503, -4.1849)
C (4.9245, -3.6890, 0.9511)
C (1.0813, -1.5306, 7.2347)
H (3.0694, 8.4774, 1.8638)
H (-2.8354, -0.0982, -3.1937)
H (-5.6581, 2.6208, 4.3256)
H (0.3630, -6.5894, 0.0815)
H (-6.0452, -1.8048, -0.0691)
H (2.4891, 5.6876, 0.2108)
H (-2.1686, -1.6958, -2.8796)
H (2.3045, -4.2697, -1.9831)
H (-5.4554, 2.0062, -3.2692)
H (1.4775, -4.4075, -8.0801)
H (3.0036, -7.1603, 4.0155)
H (-0.5291, 4.1635, 4.1676)
H (5.8565, -2.3142, -1.4639)
H (-5.5677, 1.3069, 1.7354)
H (1.8651, -1.3604, -3.3335)
H (3.6409, -9.4418, 3.0286)
H (0.3074, 0.2894, -0.5882)
H (3.8213, 3.9122, -3.3839)
H (-4.4607, 3.9026, -2.6109)
H (-4.2044, 3.5481, 2.2540)
H (-1.5784, 3.5553, -3.1596)
H (-1.1236, 2.6647, 1.6275)
H (-3.8896, 6.4470, 5.7963)
H (0.7803, -7.7229, -1.1473)
H (5.3841, -4.4028, 0.2516)
H (2.4308, 3.8183, 4.3570)
H (1.4980, 3.1402, -0.4567)
H (7.3046, 3.7843, -3.7962)
H (-0.1492, 3.5111, 6.2458)
H (0.0166, 5.7541, 0.5762)
H (6.1689, 3.7353, -2.4125)
H (1.9196, -9.5348, 3.6242)
H (2.7912, 9.1707, 0.4146)
H (2.3831, -10.0757, 1.9572)
H (1.3408, -1.8907, -5.5597)
H (-3.3845, 6.4361, 4.0380)
H (-1.4495, 0.6624, -1.0762)
H (4.7920, 4.5141, -4.7936)
H (5.4763, 0.6246, -4.0361)
H (0.9501, 2.6357, -4.3745)
H (5.8688, 2.4004, -5.2465)
H (2.9278, -3.5031, 2.0995)
H (-5.9806, 0.4580, 3.2569)
H (-0.5937, 2.1824, 5.3192)
H (3.2230, 2.7521, -0.5271)
H (5.5846, -3.7877, 1.8889)
H (-0.1363, -2.3072, -3.5647)
H (0.9206, -1.6873, 0.5872)
H (2.5223, -0.0748, -0.0242)
H (-6.0296, -3.4166, 2.1882)
H (-4.7258, -3.1920, -1.8231)
H (1.8822, -2.7479, 4.0425)
H (-3.7414, -2.9301, -4.2849)
H (-2.8146, 5.1317, 5.1551)
H (0.3056, -4.4104, -0.3729)
H (-1.4290, -2.2937, 0.9511)
H (3.7483, -6.0833, 1.1988)
H (0.6563, -2.7177, 1.9782)
H (-7.3266, -3.3950, 1.0418)
H (-0.7484, -4.1550, -1.8543)
H (-5.7953, 3.8809, 1.5989)
H (4.0327, 6.3636, -1.6127)
H (3.7856, 0.6126, 0.9072)
H (2.8031, -1.7522, 5.8523)
H (4.9154, 7.9675, -1.5257)
H (1.9371, -6.4518, -0.7906)
H (1.0971, 2.3999, 2.7259)
H (-0.8095, -3.8101, -4.2538)
H (4.5978, 6.6662, 0.6436)
H (-3.6129, 0.1820, 2.3661)
H (0.2282, -2.4632, 4.6315)
H (-3.5702, -3.0489, -6.3465)
H (-0.7358, -0.9731, -1.0838)
H (2.1175, -2.8992, -7.6697)
H (-3.2704, 4.0160, -1.3450)
H (-5.2637, 0.5527, -2.3459)
H (-1.3818, -1.3044, 2.4559)
H (-6.4206, -5.0044, 1.5303)
H (2.0176, -5.0523, 3.3851)
H (0.4272, 0.2306, 2.0574)
H (3.5674, 3.2386, -5.0727)
H (1.8297, 4.7533, 2.9988)
H (-2.5772, -1.0543, 3.8912)
H (-0.3964, -2.0041, -5.9378)
H (1.4945, -5.7073, 1.8427)
H (-2.9856, -1.6909, -7.3589)
H (-1.8520, 0.7245, -5.1281)
H (7.0129, 2.2847, -2.8792)
H (4.2106, -1.6678, -1.3591)
H (-3.2977, -3.1414, -0.9225)
H (4.5248, -3.4689, -1.2776)
H (2.9716, -1.0078, 2.5297)
H (1.1439, -3.6271, 5.5544)
H (-6.4829, 5.0903, 3.4522)
H (-3.6839, -0.4949, -1.2642)
H (-2.3395, 2.5491, 0.3406)
H (0.0529, 4.5690, 1.8232)
H (2.8021, -4.2179, 0.5004)
H (2.5739, 1.9624, -3.8808)
H (-3.2009, 1.7340, 2.9748)
H (-4.6826, -1.7262, -6.7207)
H (-5.0376, 5.7533, 2.7049)
H (3.1556, 7.8624, -1.8120)
H (1.7368, -4.5316, -4.2011)
H (-4.9165, -1.4625, -4.2406)
H (-1.0012, 1.9285, -3.3085)
H (0.4440, -2.9422, -8.2270)
H (1.2460, -0.6011, 7.7530)
H (1.4360, -2.3214, 7.9437)
H (3.0108, 0.0223, -3.3575)
H (2.6121, 0.6412, 2.9501)
H (1.0194, 2.3647, 5.9808)
H (1.1055, -0.6142, 4.2394)
H (1.2860, -7.3843, 3.7730)
H (-1.7606, 0.3872, 4.6918)
H (-3.3863, 1.1213, -5.8270)
H (-2.7803, -0.7249, 5.7639)
H (4.4704, 9.1693, 0.9681)
H (-0.0050, -1.6761, 7.2215)
H (2.0304, 1.5441, -1.2567)
H (1.3330, -2.7805, -1.8731)
H (1.6609, 5.3458, 4.6624)
H (-4.4784, -2.0049, 0.8593)

Entry 2:
A cluster of 3 separate species, CH10N2O2 in total. Source: the OMol25 dataset; level of theory: the ωB97M-V functional and the def2-TZVPD basis.

Results
ΔE to the lowest compared entry with this formula, charge and spin in kcal per mole: 5.9
SMILES string: NCN.O.O

Element x y z (Å)
O (1.2034, 0.2619, -2.3229)
O (1.4274, -1.9236, 1.6216)
N (-1.0809, -0.6120, 0.7836)
N (-1.2798, 0.9873, -0.9638)
C (-0.7493, 0.7516, 0.3873)
H (2.0548, -1.7671, 2.3336)
H (-1.0887, 1.4821, 1.1249)
H (-0.3609, -1.2114, 0.3955)
H (0.3852, 0.5140, -1.8408)
H (-1.2674, 1.9852, -1.1448)
H (1.9068, -2.4139, 0.9481)
H (1.6192, 1.1283, -2.4114)
H (-2.2517, 0.6981, -0.9992)
H (0.3470, 0.8438, 0.3192)
H (-0.8651, -0.7244, 1.7691)

Entry 3:
The ion C4H8N3O2 with charge +1. Source: the OMol25 dataset; level of theory: the ωB97M-V functional and the def2-TZVPD basis.

Results
ΔE to the lowest compared entry with this formula, charge and spin in kcal per mole: 98.7
SMILES string: CC(=O)N/C(=C/O)N=[NH2+]
Total charge: +1

Element x y z (Å)
O (-1.1591, 1.4903, -0.5349)
O (-0.0816, -3.1494, 1.0085)
N (0.5970, 0.2809, -0.0938)
N (-2.2015, -0.8386, 1.7096)
N (-1.0994, -0.2782, 1.3146)
C (1.0068, 2.2017, -1.3817)
C (0.1646, -2.1140, 0.2679)
C (0.0098, 1.3287, -0.6150)
C (-0.1515, -0.7650, 0.5574)
H (-2.3687, -1.8177, 1.2219)
H (1.0339, 3.2736, -0.9688)
H (1.6433, 0.0942, -0.0683)
H (2.0939, 1.8202, -1.3550)
H (0.9411, -2.3939, -0.3941)
H (0.7354, 2.2072, -2.3659)
H (-2.8861, -0.2279, 2.0510)
H (-0.6841, -2.9452, 1.7980)